Below is a structure of composition C13H8AsBrF12N2O6S2Tl at a distorted geometry, with properties calculated with the ωB97M-V functional and the def2-TZVPD basis.

CARTESIAN COORDINATES (ANGSTROEM)
Tl -0.2009 0.0592 -0.0225
C -2.2051 1.2200 2.3311
C -1.3228 2.2801 1.9031
C -0.0734 2.0614 2.4730
C -0.1518 0.8935 3.2319
C -1.4931 0.3867 3.1448
H -3.2424 1.1380 2.0597
H -1.6018 3.0982 1.2629
H 0.7954 2.6761 2.3384
H 0.6355 0.4608 3.8228
H -1.8545 -0.4954 3.6431
F -3.5456 -1.8171 -2.8742
C -2.2897 -1.9195 -3.3034
F -1.7696 -0.7116 -3.4368
F -2.3396 -2.4864 -4.5162
S -1.2697 -2.9946 -2.1497
O -1.2846 -2.3698 -0.8630
O -1.8931 -4.2812 -2.2378
N 0.1172 -2.9575 -2.9135
S 1.4291 -2.8204 -2.0884
O 1.4008 -1.9725 -0.9346
O 2.5841 -2.7529 -2.9223
C 1.5631 -4.5211 -1.2577
F 2.6583 -4.6272 -0.4804
F 0.5129 -4.7175 -0.4600
F 1.6131 -5.5460 -2.1172
Br 0.1891 -2.5708 2.3772
C 1.9262 -2.0704 1.8358
C 2.9825 -2.9596 1.9244
C 4.2266 -2.4915 1.5235
C 4.3462 -1.1953 1.0548
C 3.2007 -0.4086 0.9783
N 2.0283 -0.8415 1.3977
C 3.2450 1.0042 0.3017
O 4.3702 1.4944 0.2325
O 2.1470 1.4224 -0.0802
H 2.8344 -3.9697 2.2705
H 5.0826 -3.1511 1.5571
H 5.2882 -0.7748 0.7399
F -1.8062 1.5261 -1.9737
As -3.0351 2.5457 -2.6986
F -2.0260 3.9606 -2.4283
F -2.3399 2.3243 -4.2970
F -4.2625 3.6285 -3.4507
F -4.1201 1.1926 -2.9560
F -3.7789 2.8033 -1.1216

Output
Frontier orbital gap (alpha / beta) = 0.2892 / 0.2363 hartree
Charge = -2
E_tot = -8038.41955 hartree
2S+1 = 2

***

Below is a structure of composition C13H8Cl2N2NiO6S3Sb at a distorted geometry, with properties calculated with the ωB97M-V functional and the def2-TZVPD basis.

CARTESIAN COORDINATES (ANGSTROEM)
Ni -1.4108 1.0485 -0.7882
S -6.3575 1.3637 -0.5668
Sb -4.3251 0.8168 -1.5658
S -2.9011 2.7497 -1.2020
S -3.0708 -0.3168 0.1498
O 0.0966 -3.8278 -3.5972
C 0.4927 -3.9458 -2.3510
O 0.9617 -4.9820 -1.9249
C 0.3639 -2.7443 -1.4907
C 0.8231 -2.6267 -0.1854
Cl 1.5116 -3.8275 0.7941
N 0.5441 -1.3804 0.2618
N -0.0928 -0.6939 -0.6867
C -0.2023 -1.4701 -1.7537
C -0.9415 -0.9041 -2.9407
O -0.9402 -1.5561 -4.0049
O -1.5268 0.1814 -2.7485
C 0.8448 -0.7986 1.5095
C -0.0776 0.0698 2.0792
C 0.2219 0.6885 3.2775
C 1.4075 0.4063 3.9339
C 2.3170 -0.4713 3.3666
C 2.0581 -1.0509 2.1379
H -0.3180 -2.8967 -3.8192
H -1.0243 0.2486 1.5795
H -0.4743 1.4002 3.6906
H 1.6262 0.8735 4.8845
H 3.2485 -0.6939 3.8685
H 2.7925 -1.6883 1.6711
Cl 1.4730 5.4894 -0.9973
C 0.4478 4.0572 -1.0166
C 0.7529 3.1012 0.1799
O 1.6742 3.3448 0.9417
O -0.0244 2.1161 0.2392
H 0.6215 3.5377 -1.9625
H -0.5920 4.3818 -0.9632

Output
Frontier orbital gap (alpha / beta) = 0.2391 / 0.2000 hartree
Charge = -2
E_tot = -4924.90350 hartree
2S+1 = 4

***

Below is a structure of composition C13H9AlAs2F6NO6S4 at a distorted geometry, with properties calculated with the ωB97M-V functional and the def2-TZVPD basis.

CARTESIAN COORDINATES (ANGSTROEM)
Al 0.3763 -0.9268 -0.3299
S 3.4362 0.4287 -1.7480
C 1.9377 0.8294 -2.1729
N 0.7126 0.3505 -1.8775
C -0.2357 1.0615 -2.5412
C -1.6722 1.0422 -2.3683
C -2.4445 2.0087 -2.9005
C -1.8612 3.1992 -3.4022
C -0.4966 3.3784 -3.5200
C 0.2784 2.2434 -3.2046
S 1.9235 2.0902 -3.4309
H -2.1079 0.2624 -1.7991
H -3.5241 1.9206 -2.8595
H -2.5075 4.0267 -3.7355
H -0.0930 4.3253 -3.9081
O -1.1032 -3.2088 3.1582
As -1.5095 -1.9539 1.8812
O -0.0535 -2.0351 0.9578
O -0.9584 -1.8555 -1.4834
C -1.0199 -0.3331 3.0522
C -1.1755 -0.5148 4.4662
C -0.7700 0.5102 5.3637
C -0.2316 1.6578 4.9015
C -0.0625 1.8817 3.5437
C -0.5191 0.9129 2.6236
S -0.0309 1.1400 0.9063
O -0.1344 2.5386 0.5623
O -1.0019 0.2466 0.1416
O 1.3274 0.4980 0.7090
H -0.1951 -3.5314 2.9737
H -1.5634 -1.4713 4.7725
H -0.9130 0.2571 6.4044
H 0.1577 2.3840 5.5972
H 0.4501 2.7181 3.1098
F 1.9808 -1.8928 -0.7433
As 2.3835 -3.5611 -1.5800
F 4.0440 -3.0025 -1.6464
F 1.9853 -2.6200 -3.0292
F 2.7579 -5.0852 -2.4202
F 0.7511 -4.1145 -1.4546
F 2.7068 -4.1004 0.0689
S -1.0248 -1.7051 -3.0383

Output
Frontier orbital gap (alpha / beta) = 0.2086 / 0.1987 hartree
Charge = -2
E_tot = -7913.30487 hartree
2S+1 = 2

***

Below is a structure of composition C13H9CeF5N2PS3, with properties calculated with the ωB97M-V functional and the def2-TZVPD basis.

CARTESIAN COORDINATES (ANGSTROEM)
Ce 0.3405 0.0928 0.9993
S 2.9243 0.8334 0.5435
C 2.3046 2.4332 0.1854
S 0.5677 2.6674 0.0784
C 3.1499 3.4800 -0.0211
C 2.6507 4.7936 -0.3183
N 2.2559 5.8477 -0.5573
C 4.5752 3.3163 0.0581
N 5.7172 3.1930 0.1286
C -4.1245 0.0822 0.7189
P -2.5508 0.9971 0.6317
C -2.9137 2.2626 -0.6298
C -2.5755 1.9779 2.1896
H -4.9351 0.7606 0.9854
H -4.0619 -0.7227 1.4517
H -4.3288 -0.3644 -0.2542
H -3.8159 2.8171 -0.3671
H -3.0654 1.7643 -1.5880
H -2.0765 2.9510 -0.7312
H -3.5325 2.4818 2.3349
H -1.7855 2.7284 2.1559
H -2.4086 1.3204 3.0459
F 3.6471 -5.2023 -1.8879
C 2.6017 -4.5321 -1.4163
C 1.3591 -4.6710 -2.0062
F 1.2192 -5.4834 -3.0503
C 0.2726 -3.9687 -1.5194
F -0.9000 -4.1328 -2.1288
C 0.3759 -3.1083 -0.4301
S -1.0129 -2.1961 0.1544
C 1.6379 -3.0137 0.1307
F 1.8119 -2.1720 1.1930
C 2.7457 -3.6897 -0.3329
F 3.9301 -3.5434 0.2540

Output
Frontier orbital gap (alpha / beta) = 0.2552 / 0.2567 hartree
E_tot = -3120.67312 hartree
2S+1 = 2

***

Below is a structure of composition C13H9N2O5ScSe at a distorted geometry, with properties calculated with the ωB97M-V functional and the def2-TZVPD basis.

CARTESIAN COORDINATES (ANGSTROEM)
O 1.7704 5.4825 -3.4267
C 1.7698 4.4232 -3.8421
Sc -0.2182 -0.1262 -3.1644
C 0.3372 -2.2673 -3.3140
O 0.5186 -3.4053 -3.4294
C 1.5757 -0.2592 -5.2598
O 1.3146 0.1120 -6.3688
C 2.2076 -0.7110 -4.2206
O 3.2943 -1.0798 -3.7980
C -1.9953 -1.1295 -3.3539
O -2.8797 -1.9148 -3.3840
H -1.9697 0.4746 -2.5793
C 0.2929 -2.3846 1.5818
N 0.1525 -0.9280 1.5166
C 0.5929 -0.1143 0.5095
Se 1.3607 -0.5761 -1.1897
N 0.2617 1.1403 0.8946
C -0.3893 1.1552 2.1279
C -0.7516 2.1885 2.9725
C -1.2243 1.8571 4.2457
C -1.3049 0.5080 4.6621
C -0.9196 -0.5308 3.7935
C -0.4760 -0.1693 2.5278
H -0.4698 -2.8851 0.9586
H 0.1629 -2.6911 2.6302
H 1.2976 -2.6585 1.2239
H 0.4988 1.9576 0.3521
H -0.6568 3.2154 2.6271
H -1.5380 2.6311 4.9521
H -1.6670 0.2774 5.6695
H -0.9480 -1.5919 4.0851

Output
Frontier orbital gap (alpha / beta) = 0.1888 / 0.1821 hartree
Charge = +2
E_tot = -4147.86860 hartree

***

Below is a structure of composition C14H10BCl5F4N2O2Pt, with properties calculated with the ωB97M-V functional and the def2-TZVPD basis.

CARTESIAN COORDINATES (ANGSTROEM)
Pt -1.0710 0.4041 0.0651
C 0.0398 -0.1312 4.2041
C 0.2563 0.2607 2.7768
O -0.7304 0.1073 2.0189
N 1.4660 0.7060 2.4567
C 1.9397 1.1963 1.1759
C 2.5241 0.1088 0.2988
C 3.5119 0.3948 -0.6321
C 3.9378 -0.6178 -1.4778
C 3.3684 -1.8742 -1.3562
C 2.4016 -2.0661 -0.3802
N 1.9860 -1.0999 0.4335
H -0.9700 0.1544 4.4871
H 0.7572 0.3420 4.8711
H 0.1301 -1.2148 4.2824
H 2.1301 0.7146 3.2116
H 2.6693 1.9817 1.3674
H 1.1076 1.6734 0.6599
H 3.9320 1.3903 -0.6972
H 4.7053 -0.4278 -2.2167
H 3.6688 -2.6934 -1.9948
H 1.9341 -3.0358 -0.2447
Cl -1.1103 -3.6424 -5.6290
C -1.1269 -3.0215 -4.0262
C -1.2700 -1.6601 -3.8071
Cl -1.4484 -0.5558 -5.1105
C -1.2569 -1.1840 -2.5058
Cl -1.4305 0.5344 -2.1945
C -1.1170 -1.9979 -1.3833
O -1.1038 -1.5429 -0.1565
C -0.9795 -3.3782 -1.6303
Cl -0.7980 -4.4096 -0.2688
C -0.9803 -3.8747 -2.9241
Cl -0.7847 -5.5607 -3.1850
F -0.3295 3.0758 2.4276
B -1.4008 3.2542 1.5740
F -1.0020 2.4559 0.2793
F -2.5435 2.6442 2.0088
F -1.5397 4.5338 1.1370

Output
Frontier orbital gap = 0.3104 hartree
E_tot = -3644.32021 hartree